# 1
Molecular formula: CH4NOPS2
Method: DFT, ωB97M-V/def2-TZVPD

Output
- HOMO-LUMO gap: 8.40 eV
- Energy relative to the best compared isomer or geometry (same formula, charge and spin): 30.1 kcal per mole

Last column: Mulliken charge in e.
Geometry (Å):
1 C 1.64467 0.64134 -0.09718  0.454
2 N 1.62938 -0.73694 -0.01561  -0.453
3 O 0.46023 1.21609 -0.19002  -0.314
4 P -1.19325 0.28235 -0.10057  0.094
5 S 2.86918 1.72851 0.04428  -0.352
6 S -2.38452 1.87863 0.09687  -0.169
7 H 0.73728 -1.00463 0.38981  0.199
8 H 2.43488 -0.98696 0.49962  0.281
9 H -1.03745 0.03100 1.25602  0.071
10 H -3.20234 1.30947 -0.95617  0.190

# 2
Molecular formula: C14H27FO8S2
Method: DFT, ωB97M-V/def2-TZVPD

Output
- HOMO-LUMO gap: 9.43 eV
- Energy relative to the best compared isomer or geometry (same formula, charge and spin): 0.0 kcal per mole

Last column: Mulliken charge in e.
Geometry (Å):
1 C 7.10794 1.25355 -0.25326  -1.380
2 C 5.66888 1.76155 -0.37697  -0.511
3 C 4.88240 1.62453 0.94820  0.043
4 F 5.60732 0.98243 1.92154  -0.347
5 C 3.48573 1.03643 0.80184  0.154
6 O 2.81060 2.01848 -0.03009  -0.369
7 S 1.88373 1.21259 -1.05546  1.058
8 O 1.63571 1.90626 -2.25878  -0.596
9 O 0.73280 0.81320 -0.31104  -0.496
10 O 2.89869 0.00235 -1.24467  -0.467
11 C 3.22767 -0.33698 0.12571  -0.511
12 S 4.34644 -1.74553 0.31917  1.408
13 C 5.58519 -1.73758 -0.96425  -1.062
14 O 4.89673 -1.74227 1.63933  -0.636
15 O 3.51097 -2.88642 0.05501  -0.706
16 H 7.16695 0.27818 0.21394  0.287
17 H 7.51756 1.16764 -1.25988  0.380
18 H 7.72248 1.97893 0.26967  0.390
19 H 5.71131 2.81664 -0.62620  0.372
20 H 5.12370 1.24650 -1.16550  0.294
21 H 4.71764 2.63879 1.31320  0.438
22 H 2.97350 1.00487 1.76077  0.535
23 H 2.30546 -0.77037 0.51291  0.557
24 H 5.33875 -2.55593 -1.62728  0.397
25 H 6.53783 -1.89958 -0.47062  0.398
26 H 5.59653 -0.78012 -1.47582  0.283
27 C -1.92085 0.78023 1.58858  -0.212
28 C -3.36197 0.74171 1.08678  -0.325
29 C -4.09678 1.46656 2.20569  -0.504
30 O -3.17562 2.41555 2.75158  -0.437
31 C -1.86192 2.14723 2.25443  -0.432
32 H -1.17577 0.66204 0.80457  0.172
33 H -1.76465 -0.00716 2.33138  0.251
34 H -3.44682 1.30474 0.15469  0.202
35 H -3.74246 -0.26108 0.90913  0.244
36 H -4.38906 0.77312 3.00266  0.281
37 H -4.98899 1.99035 1.85956  0.295
38 H -1.60006 2.92773 1.53091  0.253
39 H -1.15031 2.18941 3.08087  0.297
40 C -7.41206 -2.11686 -1.47202  -0.571
41 C -6.35253 -2.71266 -2.39462  -0.565
42 C -5.17967 -1.76833 -2.16770  -0.471
43 O -5.28869 -1.30372 -0.81995  -0.295
44 C -6.56865 -1.65767 -0.29050  -0.431
45 H -8.19295 -2.81953 -1.18579  0.334
46 H -7.88562 -1.25827 -1.95320  0.271
47 H -6.09398 -3.72093 -2.06360  0.266
48 H -6.65665 -2.76554 -3.43873  0.334
49 H -5.23119 -0.90259 -2.83660  0.280
50 H -4.21230 -2.25265 -2.30367  0.281
51 H -6.43052 -2.46591 0.43600  0.288
52 H -6.99477 -0.79721 0.22672  0.280

# 3
Molecular formula: C13H16MnN2PSe
Method: DFT, ωB97M-V/def2-TZVPD

Output
- <S²>: 8.861
- Net charge: -1
- Spin multiplicity: 6
- HOMO-LUMO gap (spin up / spin down): 3.70 / 5.40 eV

Last column: Mulliken charge in e.
Geometry (Å):
1 C -0.51301 1.59808 -1.23684  -0.376
2 C 0.42843 0.82270 -2.02072  -0.735
3 C 1.74816 1.02431 -1.46829  -0.108
4 C 1.60377 1.77235 -0.26808  -0.653
5 C 0.23548 2.17575 -0.15471  -0.574
6 Mn 0.34066 0.06249 0.11643  0.068
7 P -0.78470 -1.84933 -0.30001  0.000
8 H -1.57909 1.63765 -1.38680  0.372
9 H 0.26080 0.20519 -2.88574  0.502
10 H 2.67839 0.62891 -1.86340  0.363
11 H -0.22845 2.70565 0.66583  0.368
12 H 2.45348 2.01613 0.37577  0.441
13 H -0.18005 -3.04269 0.21211  -0.041
14 H -1.29364 -2.34556 -1.56161  0.066
15 H -2.00197 -1.82793 0.45023  0.031
16 C -1.99364 0.37724 4.13519  -0.944
17 N -1.66240 -0.98965 3.76933  0.393
18 C -0.60941 -1.38511 3.02072  -0.541
19 Se 0.72005 -0.19580 2.34133  -0.336
20 N -0.63668 -2.75336 2.98167  0.134
21 C -1.72063 -3.24057 3.73430  0.260
22 C -1.93395 -4.51523 4.26699  -0.902
23 C -2.78956 -4.59762 5.38892  -0.435
24 C -3.40228 -3.42919 5.90660  -0.524
25 C -3.21484 -2.16387 5.31645  -0.834
26 C -2.35992 -2.10804 4.23984  0.575
27 H -3.03651 0.59277 3.87933  0.339
28 H -1.36054 1.08185 3.59086  0.196
29 H -1.83294 0.54503 5.20787  0.356
30 H -0.04141 -3.30773 2.36116  0.274
31 H -1.44145 -5.40012 3.83957  0.303
32 H -2.95632 -5.58492 5.85532  0.300
33 H -4.02139 -3.52810 6.80212  0.306
34 H -3.67807 -1.26203 5.71065  0.356

# 4
Molecular formula: C5H8N2
Method: DFT, ωB97M-V/def2-TZVPD

Output
- HOMO-LUMO gap: 8.48 eV
- Energy relative to the best compared isomer or geometry (same formula, charge and spin): 11.0 kcal per mole

Last column: Mulliken charge in e.
Geometry (Å):
1 C 2.28378 0.24709 -0.11322  -0.871
2 N 0.88083 -0.04504 0.07243  0.165
3 C 0.35608 -1.27646 0.32765  -0.556
4 C -1.01515 -1.18348 0.31885  -0.720
5 C -1.34051 0.17096 0.02835  0.690
6 N -2.64518 0.70744 -0.03533  -0.583
7 C -0.15344 0.84761 -0.12322  -0.543
8 H 2.70835 -0.38341 -0.90136  0.324
9 H 2.39565 1.29015 -0.41552  0.276
10 H 2.85226 0.09241 0.80955  0.298
11 H 1.00052 -2.13150 0.48439  0.392
12 H -1.71486 -1.98844 0.50512  0.342
13 H -3.27367 0.08362 -0.52799  0.258
14 H -2.65209 1.60062 -0.51268  0.237
15 H 0.04344 1.88940 -0.33849  0.290